No. 1
Formula: C4H8N2O2
Source: the Open Molecules 2025 dataset
Level of theory: the ωB97M-V functional and the def2-TZVPD basis

Summary:
SMILES: [H]/N=C\N=C.CC(=O)O
Multiplicity: 1
E_LUMO (eV): 0.1341
F_max (eV Å⁻¹): 4.3
Frontier orbital gap (eV): 9.974
Highest occupied orbital energy (eV): -9.84
Molar mass (g mol⁻¹): 116.1

Atoms and positions in Å:
H 2.26 0.54 -1.72
N 1.44 0.33 -2.30
C 0.41 0.28 -1.55
N 0.50 0.76 -0.19
C 0.44 2.00 0.09
H -0.61 0.20 -1.95
H 0.26 2.73 -0.71
H 0.56 2.31 1.13
C -1.54 -0.88 1.19
C -0.05 -0.91 1.01
O 0.76 -0.96 1.91
O 0.17 -1.76 -0.33
H -1.79 -0.42 2.15
H -1.99 -0.31 0.38
H -1.93 -1.90 1.19
H 1.11 -2.02 -0.31



No. 2
Formula: C4H8N2O2
Source: the Open Molecules 2025 dataset
Level of theory: the ωB97M-V functional and the def2-TZVPD basis

Summary:
Multiplicity: 1
E_LUMO (eV): 0.7874
F_max (eV Å⁻¹): 0.9
Frontier orbital gap (eV): 10.515
Highest occupied orbital energy (eV): -9.73
Molar mass (g mol⁻¹): 116.1

Atoms and positions in Å:
C -0.32 -2.05 -0.80
C 1.35 1.76 -0.15
N -0.65 1.21 1.31
N -0.04 -0.10 1.08
C -1.10 -0.97 -0.11
C 0.08 0.99 0.06
O -2.24 -0.98 0.23
O -0.57 0.51 -0.99
H -1.65 1.07 1.17
H 0.66 -0.37 1.78
H -0.80 -2.25 -1.75
H 0.71 -1.75 -0.97
H 2.05 1.17 -0.74
H 1.11 2.66 -0.72
H -0.37 -2.95 -0.18
H 1.79 2.06 0.80



No. 3
Formula: C4H8N2O2S
Source: the Open Molecules 2025 dataset
Level of theory: the ωB97M-V functional and the def2-TZVPD basis

Summary:
Multiplicity: 1
E_LUMO (eV): 0.7036
F_max (eV Å⁻¹): 4.5
Frontier orbital gap (eV): 9.599
Highest occupied orbital energy (eV): -8.90
Molar mass (g mol⁻¹): 148.2

Atoms and positions in Å:
C -0.07 -1.93 0.30
C -0.72 -1.13 -0.73
C 0.65 0.06 0.75
C -1.67 0.92 0.33
N 0.56 -1.32 1.20
N -0.56 0.27 -0.29
O 2.18 -0.33 -1.19
O 2.42 2.01 -0.33
S 2.42 0.38 0.06
H -0.12 -3.10 0.43
H -0.18 -1.11 -1.69
H -1.85 -1.21 -0.81
H 0.42 0.84 1.59
H -2.23 1.52 -0.33
H -2.35 0.25 0.88
H -1.29 1.56 1.09
H 2.41 2.30 -1.26



No. 4
Formula: C4H8N2O2S
Source: the Open Molecules 2025 dataset
Level of theory: the ωB97M-V functional and the def2-TZVPD basis

Summary:
SMILES: [H]/N=C/C(=C/C)S(N)(=O)=O
Multiplicity: 1
E_LUMO (eV): 0.3435
F_max (eV Å⁻¹): 4.5
Frontier orbital gap (eV): 10.195
Highest occupied orbital energy (eV): -9.85
Molar mass (g mol⁻¹): 148.2

Atoms and positions in Å:
H -0.72 2.98 2.16
N -0.40 2.02 1.88
C 0.62 1.87 1.17
C 0.64 0.23 0.55
C -0.30 -0.68 0.77
C -0.34 -2.04 0.14
S 1.91 0.15 -0.67
N 1.13 0.76 -2.02
O 2.84 1.24 -0.47
O 2.29 -1.23 -0.95
H 1.33 2.49 0.63
H -1.05 -0.39 1.48
H -0.34 -1.98 -0.91
H -1.18 -2.63 0.36
H 0.63 -2.54 0.32
H 0.72 -0.05 -2.55
H 1.60 1.43 -2.66



No. 5
Formula: C4H8N2O3
Source: the Open Molecules 2025 dataset
Level of theory: the ωB97M-V functional and the def2-TZVPD basis

Summary:
SMILES: C[C@@H](C(O)O)N1NC1=O
Multiplicity: 1
E_LUMO (eV): 0.5439
F_max (eV Å⁻¹): 2.1
Frontier orbital gap (eV): 9.631
Highest occupied orbital energy (eV): -9.09
Molar mass (g mol⁻¹): 132.1

Atoms and positions in Å:
C -1.35 -1.40 0.23
C -0.30 -0.60 -0.52
C -0.52 0.97 -0.26
O 0.45 1.82 -0.81
O -0.59 1.22 1.10
N 1.02 -1.05 -0.15
N 1.66 -0.59 1.12
C 2.07 -0.15 -0.11
O 2.90 0.38 -0.77
H -2.35 -1.14 -0.13
H -1.18 -2.46 0.08
H -1.30 -1.18 1.30
H -0.37 -0.77 -1.60
H -1.50 1.20 -0.73
H 0.75 1.52 -1.68
H -0.50 2.17 1.25
H 1.11 0.07 1.67



No. 6
Formula: C4H8N2O3
Source: the Open Molecules 2025 dataset
Level of theory: the ωB97M-V functional and the def2-TZVPD basis

Summary:
SMILES: C/C(C(=O)O)=C(/N)ON
Multiplicity: 1
E_LUMO (eV): 0.6148
F_max (eV Å⁻¹): 5.0
Frontier orbital gap (eV): 9.293
Highest occupied orbital energy (eV): -8.68
Molar mass (g mol⁻¹): 132.1

Atoms and positions in Å:
C 0.09 -0.91 -1.54
C 0.29 0.04 -0.40
C 0.84 1.48 -0.89
O 1.26 1.70 -2.01
O 0.74 2.49 0.00
C 0.24 -0.14 0.91
N 0.24 0.73 1.95
O -0.08 -1.60 1.25
N -1.46 -1.95 1.08
H -0.97 -0.98 -1.79
H 0.46 -1.91 -1.29
H 0.63 -0.59 -2.43
H 1.14 3.26 -0.47
H 0.07 1.69 1.68
H -0.08 0.38 2.85
H -1.45 -2.59 0.28
H -1.94 -1.09 0.80



No. 7
Formula: C4H8N2O3
Source: the Open Molecules 2025 dataset
Level of theory: the ωB97M-V functional and the def2-TZVPD basis

Summary:
Multiplicity: 1
E_LUMO (alpha / beta) (eV): 0.2312 / 0.2315
F_max (eV Å⁻¹): 6.0
Frontier orbital gap (alpha / beta) (eV): 8.938 / 8.939
Highest occupied orbital energy (alpha / beta) (eV): -8.71 / -8.71
Molar mass (g mol⁻¹): 132.1

Atoms and positions in Å:
C -0.13 1.15 0.11
C -0.93 -1.24 -0.03
C -2.30 0.73 -0.64
C 1.85 0.13 0.99
N -0.98 0.25 -0.17
N 2.73 -0.30 -0.15
O -0.06 2.29 0.25
O 3.72 0.36 -0.30
O 2.25 -1.19 -0.75
H 0.06 -1.60 -0.20
H -1.12 -1.61 1.07
H -1.57 -1.65 -0.81
H -2.26 1.75 -0.64
H -2.31 0.47 -1.68
H -2.99 0.29 -0.02
H 2.36 0.96 1.51
H 1.67 -0.80 1.45



No. 8
Formula: C4H8N2O4
Source: the Open Molecules 2025 dataset
Level of theory: the ωB97M-V functional and the def2-TZVPD basis

Summary:
SMILES: NC[C@H](O)/C(=N/O)C(=O)O
Multiplicity: 1
E_LUMO (eV): 0.4920
F_max (eV Å⁻¹): 4.6
Frontier orbital gap (eV): 9.518
Highest occupied orbital energy (eV): -9.03
Molar mass (g mol⁻¹): 148.1

Atoms and positions in Å:
N 0.27 -0.94 -1.71
C -1.02 -0.95 -1.06
C -1.11 0.19 -0.05
O -1.02 1.41 -0.77
C 0.06 0.10 0.93
N -0.20 0.31 2.16
O 0.89 0.42 2.97
C 1.42 -0.16 0.32
O 2.20 -0.99 0.71
O 1.91 0.93 -0.59
H 0.56 -1.85 -2.06
H 0.73 0.02 -2.16
H -1.12 -1.88 -0.48
H -1.88 -0.88 -1.74
H -2.04 0.13 0.52
H -1.40 2.13 -0.26
H 0.53 0.37 3.86
H 1.24 1.65 -0.59



No. 9
Formula: C4H8N2OP
Source: the Open Molecules 2025 dataset
Level of theory: the ωB97M-V functional and the def2-TZVPD basis

Summary:
Net charge: +1
SMILES: C[N@H+]1C[C@H]1/C=N\P=O
Multiplicity: 1
E_LUMO (eV): -4.2617
F_max (eV Å⁻¹): 4.6
Frontier orbital gap (eV): 9.128
Highest occupied orbital energy (eV): -13.39
Molar mass (g mol⁻¹): 131.1

Atoms and positions in Å:
C 1.31 -1.49 -0.18
N 1.08 -0.32 0.68
C 1.40 1.12 0.26
C 0.04 0.66 0.41
C -1.10 0.57 -0.73
N -2.27 0.47 -0.46
P -3.60 -0.38 -0.08
O -4.80 0.43 0.02
H 0.40 -2.02 -0.32
H 1.78 -1.14 -1.15
H 2.05 -2.14 0.35
H 1.29 -0.41 1.66
H 1.69 1.05 -0.81
H 1.94 1.80 0.94
H -0.37 1.09 1.24
H -0.83 0.72 -1.82



No. 10
Formula: C4H8N2OS
Source: the Open Molecules 2025 dataset
Level of theory: the ωB97M-V functional and the def2-TZVPD basis

Summary:
SMILES: CCC[S@H](=O)=NC#N
Multiplicity: 1
E_LUMO (eV): 0.2181
F_max (eV Å⁻¹): 3.9
Frontier orbital gap (eV): 10.219
Highest occupied orbital energy (eV): -10.00
Molar mass (g mol⁻¹): 132.2

Atoms and positions in Å:
C 1.75 -0.04 0.32
C 0.36 0.44 0.68
C -0.76 -0.13 -0.11
S -2.28 0.89 -0.11
O -2.10 2.19 0.42
N -3.46 0.12 0.47
C -3.84 -1.09 -0.04
N -4.13 -2.09 -0.56
H 1.90 -1.06 0.71
H 2.10 0.05 -0.91
H 2.52 0.58 0.93
H 0.28 1.60 0.56
H 0.25 0.40 1.81
H -0.45 -0.14 -1.12
H -1.25 -1.07 0.06
H -2.55 0.86 -1.56



No. 11
Formula: C4H8N2OS
Source: the Open Molecules 2025 dataset
Level of theory: the ωB97M-V functional and the def2-TZVPD basis

Summary:
Multiplicity: 1
E_LUMO (eV): -0.2034
F_max (eV Å⁻¹): 4.9
Frontier orbital gap (eV): 8.799
Highest occupied orbital energy (eV): -9.00
Molar mass (g mol⁻¹): 132.2

Atoms and positions in Å:
C -1.14 -0.58 -0.42
C -0.78 0.03 0.97
C 0.04 -1.44 -0.87
C -0.48 1.46 0.74
N 0.49 2.30 0.75
N 1.47 -1.04 -0.72
O 1.76 1.76 0.60
S 1.69 0.50 -0.80
H -2.00 -1.18 -0.38
H -1.34 0.16 -1.16
H -1.50 0.09 1.71
H 0.22 -0.47 1.29
H 0.07 -2.37 -0.28
H -0.24 -1.84 -1.90
H -1.42 2.00 0.89
H 3.15 0.59 -0.41



No. 12
Formula: C4H8N2OS
Source: the Open Molecules 2025 dataset
Level of theory: the ωB97M-V functional and the def2-TZVPD basis

Summary:
Multiplicity: 1
E_LUMO (eV): 0.1890
F_max (eV Å⁻¹): 6.0
Frontier orbital gap (eV): 7.935
Highest occupied orbital energy (eV): -7.75
Molar mass (g mol⁻¹): 132.2

Atoms and positions in Å:
C 1.67 1.06 -0.28
C -0.89 0.98 -0.07
C -1.83 -0.13 0.27
C -0.96 -1.33 0.08
H 2.25 -1.54 -0.73
H 1.62 2.19 -0.31
H -1.11 1.54 -0.91
H -0.89 1.70 0.91
H -2.26 -0.06 1.35
H -2.65 -0.18 -0.47
H -0.64 -1.68 1.03
H -1.53 -2.26 -0.21
N 2.99 0.87 0.05
N 0.49 0.42 -0.07
O 0.23 -0.89 -0.75
S 3.52 -0.72 0.13



The following E_tot values (in eV) correspond, in order, to the records above: -11350.4668 -11350.1625 -22185.1154 -22185.3663 -13397.8492 -13398.0063 -13394.2190 -15445.1494 -18584.8689 -20136.8680 -20135.0226 -20134.8046.